[1]
DFT (wB97M-V/def2-TZVPD) results for a molecular structure, C24H36F6O12Pb in a non-equilibrium geometry.

```
79
Properties=species:S:1:pos:R:3:forces:R:3
Pb -0.469023 -0.209786 -0.188146 0.281 1.601 -0.469
C -1.439329 -0.919566 -3.037122 -1.360 0.835 0.568
O -1.778684 -1.680354 -1.833115 -0.667 -0.456 -0.778
O -1.010326 0.257344 -2.645690 0.814 0.147 0.447
C -0.458599 -1.731399 -3.877701 0.640 0.173 0.142
F 0.749400 -1.853060 -3.290975 -0.016 0.003 0.095
F -0.877452 -2.984493 -4.138170 -0.143 -0.045 -0.156
F -0.255445 -1.116103 -5.054756 -0.044 -0.112 -0.140
C -2.842040 -2.625514 -1.923790 0.625 -0.662 0.399
C -3.222396 -3.043075 -0.507438 -0.802 -0.937 -0.377
H -3.456350 -4.113760 -0.558447 0.040 0.048 0.169
H -2.440838 -2.938009 0.240520 0.148 0.286 -0.145
H -4.151027 -2.580042 -0.175923 0.237 0.359 0.174
H -2.487113 -3.494407 -2.483180 0.092 -0.045 0.092
H -3.724404 -2.295737 -2.484733 0.175 0.642 0.093
H -2.378328 -0.819556 -3.625788 0.034 -0.506 -0.206
C 0.269846 2.919659 0.942087 0.478 -0.753 -0.396
O 1.336472 2.055270 1.392835 0.356 0.665 0.202
O -0.602460 2.162312 0.348471 -1.336 -0.639 -0.580
C -0.311619 3.701299 2.145763 0.758 0.425 0.379
F -1.601024 3.996830 2.008040 -0.284 -0.032 0.009
F -0.145701 3.093807 3.335519 -0.298 -0.184 0.029
F 0.349124 4.886181 2.286526 -0.063 0.169 -0.123
C 2.537396 2.690333 1.799671 -0.177 0.123 -0.649
C 3.677340 1.706094 1.572373 0.413 -0.058 0.464
H 4.325262 2.002089 0.744827 -0.042 0.080 0.039
H 4.297039 1.625404 2.468522 0.079 -0.071 -0.099
H 3.305272 0.712099 1.324751 -0.203 0.050 0.121
H 2.440985 3.072384 2.819886 0.191 -0.294 0.156
H 2.725833 3.578332 1.178384 -0.193 0.026 -0.011
H 0.704096 3.694435 0.273881 0.261 0.147 0.148
O 1.875589 0.316084 -1.260243 0.338 -0.263 0.380
C 2.738152 0.933407 -1.806534 -0.038 -0.098 -0.969
O 4.040502 0.581830 -1.732389 -0.076 -0.344 -0.260
C 4.855878 1.420302 -2.581045 -0.139 0.431 0.558
C 3.989766 2.674931 -2.796094 0.965 0.347 0.201
C 2.577352 2.139200 -2.697884 -0.309 0.633 0.846
H 5.157893 0.909903 -3.494443 -0.199 -0.234 0.048
H 5.719784 1.627097 -1.953326 0.264 0.090 -0.379
H 4.241876 3.284402 -3.662519 -0.130 -0.467 -0.362
H 4.275624 3.334238 -1.970443 -0.629 -0.009 0.192
H 2.082977 1.897054 -3.636343 0.148 -0.270 -0.052
H 1.890675 2.790488 -2.151802 0.013 0.133 -0.201
O 1.035433 -2.343153 -0.055228 0.036 -0.388 -0.312
C 1.953700 -3.099504 -0.174368 0.344 0.111 0.887
O 1.856504 -4.370681 0.295899 0.105 -0.026 0.160
C 3.147033 -4.989019 0.287652 0.268 -0.427 -0.778
C 3.905247 -4.242022 -0.794876 1.561 -0.033 0.184
C 3.376296 -2.825197 -0.652599 -0.688 -0.298 -0.354
H 3.067125 -6.054852 0.078911 -0.392 0.055 -0.067
H 3.670542 -4.912852 1.244296 -0.375 0.370 0.163
H 3.803180 -4.640245 -1.803882 -0.583 -0.043 0.070
H 4.977078 -4.342902 -0.592522 -0.051 0.273 0.010
H 3.357068 -2.232011 -1.562400 -0.026 0.013 -0.014
H 3.879308 -2.232106 0.112252 0.002 -0.075 0.082
O -2.826555 0.211745 0.536549 -0.548 -0.617 0.113
C -3.722922 0.710410 -0.095129 0.308 0.920 0.401
O -4.961392 0.197274 -0.114831 -0.089 -0.240 -0.206
C -5.852922 1.162331 -0.731394 0.024 0.291 0.432
C -4.963935 1.950983 -1.670638 -0.236 0.720 0.026
C -3.646602 1.991809 -0.882605 -0.298 -0.325 -1.464
H -6.207370 1.773773 0.103924 -0.119 0.162 -0.198
H -6.715762 0.681941 -1.182644 0.212 -0.377 -0.027
H -5.359606 2.950476 -1.858595 -0.067 -0.034 0.102
H -4.883931 1.483280 -2.651965 0.218 -0.274 0.146
H -3.553290 2.898809 -0.291188 0.069 -0.253 0.449
H -2.787231 1.953150 -1.554171 0.200 -0.062 0.237
O -0.962859 -1.218885 2.207643 0.206 -0.024 0.206
C -1.193107 -0.671820 3.254454 -0.564 -0.889 0.049
O -0.626211 0.470966 3.627869 0.165 0.348 0.011
C -1.248292 0.918342 4.840788 -0.171 -0.350 0.824
C -1.654846 -0.372843 5.536333 -1.355 -0.089 0.160
C -2.127884 -1.205257 4.343702 0.721 0.407 -0.165
H -2.116674 1.529938 4.592241 0.003 -0.010 -0.103
H -0.602920 1.502166 5.490872 0.474 0.111 -0.576
H -2.484365 -0.187589 6.223094 0.174 0.006 0.126
H -0.852852 -0.846060 6.098804 0.197 0.066 -0.182
H -3.158307 -0.974154 4.068744 0.014 0.070 -0.058
H -2.030657 -2.284188 4.410991 0.058 -0.021 0.068
```
Positions in Å, forces in eV/Å.

Energy in eV: -71595.852
F_max in Eh/bohr: 0.033
LUMO energy in Eh: 0.0245
2S+1: 1
HOMO in Ha: -0.28198
Frontier orbital gap in Eh: 0.3065
Relative energy (zero: lowest compared OMol25 entry of this formula, charge and spin) in kJ/mol: 0.0

Here are the Löwdin charges for atoms 1 to 2, given in e: 1.71 -0.51

=====

[2]
DFT (wB97M-V/def2-TZVPD) results for a molecular structure, C24H36LiO18 in a non-equilibrium geometry.

```
79
Properties=species:S:1:pos:R:3:forces:R:3
Li 31.179000 53.015000 44.951000 0.171 0.287 0.105
C 28.407000 47.948000 43.628000 -0.106 -4.661 1.275
C 27.898000 49.271000 43.667000 -0.344 2.032 -0.994
C 27.254000 49.707000 44.984000 1.348 -2.807 0.342
O 28.244000 50.434000 45.657000 1.002 0.909 -0.019
C 29.312000 50.658000 44.844000 -0.662 0.339 0.590
O 30.270000 51.285000 45.228000 -0.781 -0.941 -1.002
O 29.064000 50.105000 43.646000 1.429 1.523 0.010
H 29.018000 47.842000 42.766000 0.249 -0.467 -1.022
H 27.551000 47.202000 43.654000 0.971 0.707 -0.455
H 29.065000 47.606000 44.463000 -0.507 0.785 -0.156
H 27.360000 49.425000 42.656000 0.328 0.397 1.964
H 27.103000 48.827000 45.652000 -0.695 0.582 -0.763
H 26.428000 50.266000 44.752000 -2.259 1.511 0.200
C 35.920000 52.064000 48.663000 -2.196 5.528 -2.111
C 34.385000 52.051000 49.157000 5.212 -5.135 -0.307
C 33.758000 53.138000 49.892000 -1.901 -1.328 -1.725
O 32.843000 53.542000 48.875000 -0.821 2.150 -0.939
C 32.770000 52.649000 47.835000 1.735 0.953 3.354
O 32.050000 52.671000 46.950000 -3.429 0.971 -3.818
O 33.644000 51.717000 48.032000 0.585 -0.605 -0.935
H 36.005000 53.207000 47.964000 0.056 -3.641 1.845
H 36.242000 51.252000 48.080000 -0.767 -1.153 -1.568
H 36.759000 52.066000 49.282000 0.712 0.765 2.281
H 34.350000 51.074000 49.587000 0.068 -0.378 1.816
H 34.509000 53.784000 50.188000 0.851 2.174 0.567
H 33.096000 52.801000 50.647000 0.034 -0.279 1.388
C 27.260000 57.669000 46.535000 -4.988 0.234 2.040
C 26.936000 56.181000 46.978000 3.753 1.903 -3.484
C 26.376000 55.245000 45.958000 0.298 1.618 -0.731
O 27.371000 54.324000 45.647000 -0.001 -1.060 -0.543
C 28.494000 54.603000 46.309000 1.282 0.587 0.709
O 29.545000 54.032000 46.129000 -1.816 1.038 0.711
O 28.230000 55.663000 47.175000 2.499 -2.655 -0.403
H 27.413000 57.895000 45.483000 0.702 -0.427 0.158
H 27.805000 58.191000 47.311000 1.109 -0.308 -0.407
H 26.256000 58.209000 46.776000 1.093 -0.647 -0.827
H 26.442000 56.016000 47.821000 -2.149 0.445 3.969
H 26.192000 55.867000 45.140000 -0.385 0.615 -2.027
H 25.449000 54.857000 46.212000 -1.438 -1.486 0.750
C 35.943000 56.151000 45.151000 5.242 -2.641 0.860
C 35.056000 55.514000 46.198000 1.498 0.378 1.233
C 34.253000 56.533000 46.911000 0.239 2.191 5.788
O 33.072000 56.602000 46.218000 -1.063 2.279 0.439
C 32.907000 55.529000 45.558000 -6.021 -3.887 -2.852
O 31.777000 55.213000 45.047000 4.844 0.914 1.560
O 33.976000 54.726000 45.594000 1.212 0.211 0.121
H 36.586000 55.260000 44.722000 -1.343 1.689 0.303
H 36.818000 56.920000 45.397000 -2.241 -1.567 0.474
H 35.416000 56.578000 44.399000 -1.813 1.181 -2.393
H 35.639000 54.945000 47.005000 -0.867 0.299 -1.711
H 34.586000 57.659000 47.021000 0.039 -2.579 -0.251
H 34.031000 56.098000 48.140000 0.370 1.389 -3.559
C 37.026000 51.754000 44.590000 -0.434 5.068 0.546
C 35.834000 51.002000 43.991000 -0.404 2.848 -0.129
C 34.877000 50.205000 44.891000 -0.915 -1.124 -3.803
O 33.674000 50.996000 44.853000 0.219 -0.302 -0.060
C 33.770000 52.008000 43.944000 2.064 -1.989 0.526
O 32.885000 52.722000 43.670000 -1.525 1.325 -0.225
O 35.006000 52.029000 43.407000 -1.582 0.613 0.342
H 37.654000 52.607000 43.919000 -2.233 -2.668 1.117
H 37.697000 51.009000 44.760000 2.452 -1.776 1.305
H 36.800000 52.494000 45.604000 0.253 -2.710 -2.664
H 36.018000 50.486000 43.099000 1.443 -1.366 -0.802
H 35.215000 50.179000 45.859000 0.624 -0.522 2.377
H 34.722000 49.121000 44.369000 0.060 2.533 1.673
C 29.096000 57.001000 41.779000 -2.387 -2.343 -1.132
C 28.373000 55.988000 42.690000 1.253 3.218 -0.754
C 27.563000 54.925000 42.024000 -0.104 1.591 -1.968
O 28.356000 53.840000 41.977000 3.573 -2.301 1.501
C 29.438000 54.021000 42.923000 -3.754 3.254 -2.425
O 30.242000 53.224000 43.111000 2.119 -2.400 1.092
O 29.372000 55.302000 43.401000 0.536 -2.495 -0.110
H 29.860000 56.586000 41.197000 0.937 -1.933 -1.049
H 29.677000 57.710000 42.157000 1.773 3.307 2.965
H 28.508000 57.478000 41.032000 -1.191 0.335 -0.342
H 27.787000 56.435000 43.494000 -0.157 0.613 -0.451
H 27.071000 55.044000 41.042000 0.539 0.646 0.440
H 26.871000 54.844000 42.745000 -3.494 -1.349 2.181
```
Positions in Å, forces in eV/Å.

Energy in eV: -62522.738
F_max in Eh/bohr: 0.150
LUMO energy in Eh: -0.0556
2S+1: 1
HOMO in Ha: -0.46252
Total charge: +1
Frontier orbital gap in Eh: 0.4069
Relative energy (zero: lowest compared OMol25 entry of this formula, charge and spin) in kJ/mol: 62.9

Here are the Löwdin charges for atoms 1 to 2, given in e: 0.66 -0.07